[1]
13
Properties=species:S:1:pos:R:3:forces:R:3 method="wB97M-V/def2-TZVPD" charge=0 homo_energy_ev=-9.478 spin_multiplicity=1 lumo_energy_ev=0.425 e_above_lowest_kj_mol=397.3 gap_ev=9.90
C -0.900877 -2.162801 -0.201327 0.1 -0.1 0.0
C -0.399603 -0.767513 -0.183864 0.4 1.5 0.3
O -0.865937 0.006605 0.678104 0.1 -0.3 -0.4
H 0.487661 0.156159 -0.804361 -0.7 -1.0 0.2
H -1.636986 -2.374365 0.576179 0.0 0.1 -0.1
H -0.040168 -2.828474 -0.091231 0.0 0.0 0.0
H -1.315766 -2.377185 -1.189189 0.0 0.0 0.0
C -0.213404 1.616919 0.439121 0.5 -0.3 -0.4
N 0.740757 1.436748 -0.524384 -0.7 0.4 0.0
C 2.022373 1.632522 -0.227264 0.5 -0.5 0.4
N 3.158902 1.708888 -0.022642 -0.2 0.2 -0.1
H -1.133294 2.083754 0.101780 -0.1 -0.2 0.1
H 0.096343 1.868741 1.449078 0.0 0.0 0.0

[2]
18
Properties=species:S:1:pos:R:3:forces:R:3 method="wB97M-V/def2-TZVPD" charge=0 homo_energy_ev=-9.502 spin_multiplicity=1 smiles="NCCCCC=O" lumo_energy_ev=0.971 e_above_lowest_kj_mol=127.4 gap_ev=10.47
N -2.433507 -0.242924 0.734176 0.0 -0.1 -0.2
C -1.239876 -1.073638 0.528038 0.5 0.8 0.3
C -0.641217 -0.950411 -0.867832 0.0 -0.2 -0.3
C -0.197733 0.471280 -1.304239 -0.8 -0.4 0.6
C 0.709271 1.153876 -0.299995 0.1 -0.6 0.9
C 1.921389 0.326286 0.067230 0.1 0.0 -0.5
O 2.612247 0.513117 1.028513 0.1 0.2 0.3
H -2.300513 0.686112 0.354918 0.1 0.0 -0.1
H -2.596857 -0.100011 1.721209 -0.1 -0.1 0.1
H -0.441342 -0.795201 1.231110 0.0 0.0 0.1
H -1.461855 -2.107541 0.767801 -0.2 -0.2 -0.2
H 0.202009 -1.649093 -0.903695 0.0 0.1 0.0
H -1.344264 -1.306924 -1.629249 0.0 0.0 0.2
H 0.207010 0.368523 -2.301954 0.2 0.3 -0.3
H -1.120491 1.053095 -1.339279 0.1 0.2 -0.5
H 0.144406 1.225066 0.630073 0.0 0.1 0.2
H 1.025682 2.183857 -0.464060 0.0 0.0 -0.6
H 2.169055 -0.510759 -0.618890 0.0 0.0 -0.1

[3]
53
Properties=species:S:1:pos:R:3:forces:R:3 method="wB97M-V/def2-TZVPD" charge=+3 homo_energy_ev=-16.730 spin_multiplicity=1 lumo_energy_ev=-10.196 e_above_lowest_kj_mol=0.0 gap_ev=6.53
Zr 0.070077 0.203207 0.108398 1.4 0.8 1.2
C -1.247740 1.873941 -2.768842 0.0 0.1 0.1
C -0.720774 2.767459 -1.687747 0.1 -0.2 0.2
C -0.908074 4.137159 -1.757629 0.0 0.3 0.0
C -0.354906 4.958855 -0.798298 0.0 0.1 0.0
C 0.443485 4.406795 0.208308 0.0 0.1 0.0
C 0.599748 3.045494 0.263013 0.0 -0.5 -0.3
N -0.016494 2.234084 -0.653729 -0.4 0.7 -0.6
Sb 2.159488 2.294375 1.620663 -0.1 0.0 0.0
C 0.845966 1.012394 2.809003 0.0 0.0 -0.3
C 0.961958 1.208400 4.160275 0.0 0.0 0.1
C 0.184408 0.433732 5.023720 0.0 0.0 0.1
C -0.650159 -0.526874 4.492343 0.0 0.0 0.2
C -0.730948 -0.718417 3.122909 0.1 0.1 -0.2
C -1.611083 -1.795473 2.579995 0.0 0.0 -0.1
N -0.000064 0.073800 2.281082 0.0 -0.1 0.6
C 2.893657 0.756641 0.235786 -0.5 0.1 -0.2
C 4.254636 0.598473 0.192386 0.1 0.0 0.1
C 4.805183 -0.236313 -0.783440 0.1 0.0 0.0
C 3.977741 -0.840153 -1.704931 0.2 0.0 0.0
C 2.604434 -0.648293 -1.649690 -0.2 0.1 0.2
C 1.715602 -1.297049 -2.663670 0.1 0.0 0.1
N 2.078601 0.124727 -0.664027 0.7 -0.2 -0.3
H -0.826397 2.180983 -3.727013 0.0 0.0 0.0
H -2.331755 1.946634 -2.856848 0.0 0.0 0.0
H -0.984732 0.829691 -2.624935 0.1 -0.2 0.0
H -1.479921 4.551058 -2.578297 0.0 0.0 0.0
H -0.507148 6.030932 -0.843212 0.0 0.0 0.0
H 0.941820 5.046797 0.923719 0.0 0.0 0.0
H 1.644554 1.951537 4.551503 0.0 0.0 0.0
H 0.247355 0.577125 6.097211 0.0 0.0 -0.1
H -1.245988 -1.156231 5.139693 0.0 0.0 0.0
H -1.885545 -2.478920 3.377784 0.0 0.0 0.0
H -1.106314 -2.374965 1.810118 0.0 0.0 -0.1
H -2.539939 -1.382592 2.179917 0.0 0.0 0.0
H 4.893731 1.119125 0.893344 0.0 0.0 0.0
H 5.877726 -0.389055 -0.824797 0.0 0.0 0.0
H 4.386006 -1.465098 -2.488190 0.0 0.0 0.0
H 2.199461 -1.273396 -3.638413 0.0 0.0 0.0
H 0.753053 -0.804264 -2.760158 -0.1 0.1 0.0
H 1.542279 -2.343805 -2.406067 0.0 0.0 0.0
Cl -5.243656 -4.278540 -1.694299 0.0 0.0 0.0
C -3.774070 -3.513354 -1.327446 -0.1 -0.2 -0.1
C -3.766247 -2.153654 -1.022977 -0.1 0.3 0.0
Cl -5.193240 -1.222485 -0.979506 0.0 0.0 0.0
C -2.546348 -1.569070 -0.745433 -0.2 0.3 0.1
Cl -2.456417 0.137890 -0.252923 -0.6 -0.2 -0.2
C -1.349972 -2.255570 -0.750543 0.4 0.1 0.2
O -0.205908 -1.573513 -0.394911 -1.3 -1.3 -0.6
C -1.360347 -3.607786 -1.024672 0.2 -0.2 -0.1
Cl 0.121884 -4.464637 -0.997168 0.0 0.0 0.0
C -2.574040 -4.238569 -1.322424 0.0 0.0 0.0
Cl -2.584620 -5.893216 -1.678947 0.0 -0.1 0.0

[4]
9
Properties=species:S:1:pos:R:3:forces:R:3 method="wB97M-V/def2-TZVPD" charge=0 homo_energy_ev=-10.529 spin_multiplicity=1 smiles=N#CN1CC1 lumo_energy_ev=0.799 e_above_lowest_kj_mol=317.5 gap_ev=11.33
N 0.708157 -0.651002 2.744336 0.4 -0.2 3.3
C 0.511797 -0.536151 1.642818 -0.6 0.0 -8.2
N 0.420758 -0.627140 0.055627 0.9 -0.4 5.1
C -0.831428 -0.229947 -0.529578 -1.0 -1.0 -3.1
C 0.436498 0.606711 -0.698253 0.4 0.5 -1.5
H -1.713356 0.083796 0.089658 1.3 0.0 -0.6
H -1.134066 -0.921135 -1.484841 0.7 1.7 2.6
H 1.169192 0.724281 -1.609513 -1.8 -1.0 1.6
H 0.432449 1.550587 -0.210254 -0.1 0.5 0.9

[5]
17
Properties=species:S:1:pos:R:3:forces:R:3 method="wB97M-V/def2-TZVPD" charge=0 homo_energy_ev=-8.957 spin_multiplicity=1 lumo_energy_ev=-1.076 e_above_lowest_kj_mol=706.5 gap_ev=7.88
C 1.063237 -3.315496 -0.025616 -0.2 1.7 -0.4
C 0.859457 -2.053694 -0.252559 -0.4 -0.6 0.2
C 0.630133 -0.743297 -0.207447 3.7 0.9 1.9
C 2.349935 0.380580 0.129510 -2.7 -1.8 -1.7
C -1.920485 -0.509763 -0.571467 0.6 1.6 -2.1
C -0.664679 1.224049 0.832544 -4.8 0.2 -1.9
C -0.535130 0.143850 -0.293449 -0.8 1.8 -2.7
H 3.164998 -0.272116 -0.202580 -0.5 0.2 -0.4
H 2.596570 0.668073 1.151620 -0.9 0.2 -0.1
H 1.992034 1.141284 -0.604658 1.0 -0.3 0.9
H -2.383106 -0.814381 0.292668 -0.8 -1.1 2.3
H -1.854675 -1.331076 -1.265169 0.1 -0.4 -0.2
H -2.663007 0.224229 -1.003095 1.1 -0.4 0.3
H -1.709343 1.057523 1.423751 2.4 0.5 -1.6
H -0.657278 2.247021 0.385191 -0.2 -0.8 0.5
H 0.025998 1.193533 1.553904 3.0 -0.3 2.5
H -0.294659 0.759682 -1.343149 -0.3 -1.4 2.5

[6]
12
Properties=species:S:1:pos:R:3:forces:R:3 method="wB97M-V/def2-TZVPD" charge=-1 homo_energy_ev=-2.402 spin_multiplicity=1 lumo_energy_ev=3.941 e_above_lowest_kj_mol=95.5 gap_ev=6.34
O -2.536848 1.249280 1.792189 -0.3 -0.4 1.0
H -2.812463 0.844143 2.656172 0.4 0.5 -1.2
C 1.473038 -0.593188 -1.228156 0.1 0.8 5.6
C 0.094547 -0.082785 -0.649322 0.0 0.2 1.9
N -0.231139 -0.218096 0.843747 2.3 -0.5 -1.8
H 1.659986 -1.634877 -0.889338 -0.4 0.4 -0.9
H 1.347129 -0.383619 -2.219288 0.6 0.0 -2.8
H 2.347280 -0.017335 -0.692650 -1.5 -0.7 -1.4
H -0.103546 0.977738 -0.939068 0.4 -0.6 -0.2
H -0.710290 -0.683961 -1.046785 -0.1 -0.1 -0.8
H 0.520691 0.170757 1.431628 -0.5 0.1 -0.5
H -1.048385 0.371943 0.940870 -1.0 0.4 1.2

[7]
127
Properties=species:S:1:pos:R:3:forces:R:3 method="wB97M-V/def2-TZVPD" charge=0 homo_energy_ev="-6.796 / -6.795" spin_multiplicity=2 lumo_energy_ev="-1.829 / -1.877" e_above_lowest_kj_mol=309.0 gap_ev="4.97 / 4.92"
Ir -0.276275 0.389701 0.035817 -0.9 -2.5 -1.9
C -0.663599 -3.555381 1.289295 -0.2 0.2 0.1
C -1.912092 -3.039546 0.592321 0.2 0.3 0.2
C -2.656529 -4.215346 -0.037719 0.0 0.3 -0.2
P -1.467501 -1.615033 -0.533519 -0.4 -0.2 -0.5
C -3.171713 -1.286041 -1.261846 0.1 0.3 0.1
C -3.462293 0.205707 -1.137532 0.0 -0.1 0.1
C -3.360703 -1.747741 -2.706104 -0.1 0.0 0.2
C -0.397210 -2.391932 -1.780692 0.1 0.5 0.2
C -0.732985 -3.477322 -2.577676 0.2 -0.2 -0.2
C 0.155766 -3.985741 -3.506650 -0.2 -0.2 -0.1
C 1.403342 -3.395325 -3.654358 -0.1 0.0 0.1
C 1.758025 -2.313116 -2.886472 0.2 0.2 0.1
C 0.875172 -1.785039 -1.922528 -0.7 -0.6 -0.3
N 1.186561 -0.713718 -1.165845 -1.3 1.1 2.0
C 2.183517 0.161823 -1.565592 0.7 0.9 -0.4
C 3.523350 -0.040825 -1.249755 -0.4 -0.1 0.0
C 4.482754 0.832415 -1.721298 0.1 0.1 -0.1
C 4.113344 1.890331 -2.534737 0.1 0.0 0.0
C 2.777525 2.119090 -2.822401 -0.1 0.0 -0.1
C 1.792188 1.290511 -2.311843 0.1 -0.3 0.4
P -0.039199 1.392069 -2.466294 0.9 0.2 0.4
C -0.548977 3.192051 -2.641680 -0.1 -0.2 0.4
C -2.072631 3.302861 -2.552796 0.1 -0.1 0.1
C -0.042905 4.023555 -3.816198 0.2 -0.3 0.1
C -0.194990 0.576879 -4.165416 -0.4 -0.3 0.4
C -1.547470 0.819900 -4.828767 0.0 -0.1 0.1
C 0.930832 0.893513 -5.147292 0.0 -0.1 0.3
H -0.893355 -4.446382 1.868511 -0.1 -0.1 0.1
H -0.294504 -2.797470 1.971089 0.1 -0.1 0.0
H 0.117460 -3.800652 0.569651 0.1 0.0 0.0
H -2.564455 -2.581040 1.346635 0.1 -0.1 -0.2
H -1.973322 -4.851878 -0.593316 0.0 -0.1 -0.1
H -3.468925 -3.914596 -0.693656 -0.1 0.0 -0.1
H -3.085253 -4.811210 0.766918 0.0 -0.1 0.0
H -3.876493 -1.814149 -0.609649 0.1 0.0 0.0
H -2.800257 0.755143 -1.801893 0.0 0.1 0.0
H -3.293272 0.551356 -0.116535 0.0 0.1 -0.1
H -4.494798 0.425574 -1.406803 -0.1 0.0 -0.1
H -2.490289 -1.503552 -3.311803 0.0 0.0 -0.1
H -4.232188 -1.253177 -3.133754 -0.1 0.1 0.0
H -3.532138 -2.819254 -2.775167 0.1 -0.1 -0.1
H -1.706369 -3.927727 -2.507802 -0.1 -0.1 0.1
H -0.124466 -4.828846 -4.118261 0.0 -0.1 -0.1
H 2.097605 -3.784027 -4.384067 0.1 0.0 -0.1
H 2.722712 -1.848406 -3.017211 0.1 0.0 0.0
H 3.787888 -0.899191 -0.649203 0.1 -0.1 0.1
H 5.521832 0.680629 -1.467396 0.1 0.0 0.0
H 4.864910 2.536994 -2.961864 0.1 0.1 0.0
H 2.522669 2.947595 -3.462381 0.0 0.1 0.0
H -0.154074 3.612665 -1.709074 0.0 -0.1 -0.1
H -2.568313 2.859598 -3.413416 -0.1 0.0 0.0
H -2.358698 4.352235 -2.501951 0.0 0.1 0.0
H -2.436783 2.826601 -1.647652 -0.1 -0.1 0.1
H -0.404391 3.648356 -4.771121 0.0 0.0 -0.1
H 1.041539 4.073667 -3.844293 0.0 0.1 -0.1
H -0.410821 5.042183 -3.700158 -0.1 0.1 0.0
H -0.127472 -0.492645 -3.919299 0.0 0.1 0.0
H -1.617822 1.834314 -5.213756 -0.1 0.1 0.0
H -2.371811 0.647196 -4.141067 -0.1 0.0 0.0
H -1.659986 0.138164 -5.671746 0.0 0.0 0.0
H 0.980552 1.953651 -5.377908 0.0 0.1 -0.1
H 0.739276 0.352654 -6.072983 0.0 0.0 -0.1
H 1.895806 0.575021 -4.763146 0.1 0.0 -0.1
S -2.420742 -1.474439 3.516220 1.6 1.4 -0.8
S -4.178311 -0.541984 3.280914 -0.6 0.9 -0.5
S -3.930175 1.226948 2.450463 -0.7 -0.6 0.6
S -0.937760 0.424110 2.231135 0.1 -1.2 -0.4
N 0.563776 2.157822 0.362692 0.4 1.9 0.9
P 0.850769 3.422489 1.237225 0.3 -1.0 -0.1
N 2.068376 4.390860 0.591546 -0.4 -0.3 0.0
C 2.932198 5.289549 1.338941 0.1 0.3 0.3
C 2.984278 6.667221 0.681037 0.1 -0.1 0.1
C 3.625348 6.588002 -0.707868 0.0 0.0 0.0
C 3.376871 5.209432 -1.328183 -0.1 0.0 0.0
C 2.053514 4.632551 -0.839191 0.0 -0.2 -0.4
N -0.514671 4.385811 1.383459 0.2 -0.3 0.0
C -0.476363 5.738423 1.887234 0.1 0.3 -0.1
C -1.290958 6.654846 0.967525 0.1 0.0 0.1
C -2.650205 6.021180 0.618721 -0.1 0.0 0.1
C -2.941458 4.820853 1.515024 0.1 0.0 -0.1
C -1.839342 3.768709 1.398820 -0.1 -0.2 -0.1
N 1.467787 3.296382 2.819271 -0.6 0.3 -0.7
C 0.534241 3.014916 3.898199 -0.3 0.2 0.2
C 1.258789 3.049608 5.237708 -0.1 -0.1 0.0
C 2.261591 1.893544 5.317357 0.1 0.1 0.0
C 2.796930 1.553560 3.924972 -0.2 0.0 0.0
C 2.808087 2.777647 3.027777 0.4 -0.1 -0.1
H 3.948979 4.876224 1.386428 0.0 0.1 0.1
H 2.566200 5.373052 2.363387 0.1 0.0 -0.1
H 3.546904 7.351558 1.315427 -0.1 0.1 0.1
H 1.966805 7.052279 0.598052 -0.1 0.1 0.0
H 4.698004 6.783390 -0.648502 0.0 0.0 0.0
H 3.195122 7.363423 -1.343751 0.0 0.0 -0.1
H 4.183266 4.519413 -1.078450 0.0 -0.1 0.0
H 3.347807 5.294879 -2.415208 0.0 -0.1 -0.1
H 1.856709 3.674455 -1.319580 0.0 0.2 0.0
H 1.253029 5.334733 -1.115273 -0.1 0.0 -0.1
H 0.559642 6.068402 1.919849 0.0 0.1 0.1
H -0.872703 5.800721 2.909626 0.1 0.0 0.0
H -0.724538 6.839712 0.051951 0.1 0.0 0.0
H -1.429272 7.616295 1.465772 0.0 0.1 0.0
H -2.649623 5.683687 -0.417692 0.0 0.0 -0.1
H -3.445333 6.762231 0.719799 0.0 0.0 -0.1
H -3.886043 4.352808 1.233672 0.0 0.0 0.1
H -3.041535 5.149489 2.551881 0.0 0.0 0.0
H -1.954420 3.201069 0.469903 -0.1 0.0 0.1
H -1.938671 3.054784 2.224845 0.0 0.0 0.0
H 0.059360 2.030532 3.773436 0.0 0.1 0.2
H -0.255180 3.769695 3.869963 -0.1 -0.1 0.1
H 0.523378 2.972517 6.039214 0.0 0.1 0.0
H 1.772276 4.006996 5.351679 0.0 0.1 0.0
H 1.769415 1.014471 5.733543 0.0 -0.1 0.1
H 3.081668 2.159252 5.986162 0.0 0.0 0.1
H 2.146833 0.816581 3.448184 0.2 0.0 0.1
H 3.805148 1.142638 3.982620 0.0 -0.1 0.0
H 3.239976 2.531767 2.053620 0.1 0.0 0.1
H 3.432972 3.550271 3.496279 0.1 0.0 -0.1
C 4.034622 -1.529398 2.505445 -0.3 -0.3 -0.2
Te 1.965357 -1.317182 1.854817 1.2 -0.5 0.8
C 1.283840 -1.958145 3.812965 0.0 0.0 -0.4
H 4.354880 -2.562391 2.437482 0.0 -0.1 0.0
H 4.138496 -1.196471 3.531057 -0.1 0.2 0.1
H 4.662534 -0.922377 1.866913 0.1 0.2 -0.1
H 1.830280 -1.422986 4.581471 0.1 0.2 0.0
H 1.421186 -3.027964 3.943351 0.1 -0.1 -0.1
H 0.228379 -1.724934 3.902819 0.0 0.1 0.0

[8]
18
Properties=species:S:1:pos:R:3:forces:R:3 method="wB97M-V/def2-TZVPD" charge=+1 homo_energy_ev="-13.845 / -13.844" spin_multiplicity=2 lumo_energy_ev="-4.762 / -9.221" e_above_lowest_kj_mol=193.9 gap_ev="9.08 / 4.62"
C 0.594463 0.970966 2.064104 -1.4 4.2 1.6
C 0.546548 -0.103428 1.244338 0.1 -0.5 -5.9
N 0.657986 0.373105 -0.112164 0.3 -1.8 2.4
C 0.878231 1.659026 -0.038539 1.0 1.3 0.0
N 0.824545 2.088587 1.301820 -0.5 -1.5 0.8
H 0.054673 1.035268 3.032526 1.2 0.1 -0.4
H 0.341758 -1.135569 1.446460 0.0 -0.2 0.2
H 1.273447 2.360105 -0.884821 -1.1 -1.5 1.7
H 0.673938 3.021182 1.657372 0.2 0.3 -0.2
H 1.275413 -1.424151 -1.871477 -0.2 -1.4 1.1
H 0.789554 -1.858889 -0.486468 -0.3 0.5 0.8
O 1.154251 -2.217596 -1.272934 0.5 0.6 -2.1
H -1.586551 -3.921532 -0.454792 0.1 -0.2 0.0
H -0.949624 -2.782995 -1.319400 -1.7 -1.2 0.4
O -1.828009 -3.221074 -1.064658 1.7 1.4 -0.4
H -1.276098 1.716280 -1.759097 -2.0 -1.0 1.7
H -2.177317 0.771661 -0.697130 0.4 0.2 -0.9
O -1.940286 1.667096 -0.988680 1.5 0.8 -0.9

Look up the charge of the first one.
0